1.
{"formula": "C5H8NO5P", "method": "wB97M-V/def2-TZVPD", "mol_weight_g_mol": 193.1, "gap_ev": 7.5, "smiles": "C[C@@H](/C=C(\\N)[P@](=O)([O-])O)C(=O)[O-]", "energy_ha": -967.74967, "e_homo_ev": -1.11, "lumo_energy_ev": 6.38, "charge": -2, "symbols": ["O", "H", "N", "H", "H", "O", "H", "C", "O", "H", "O", "C", "H", "C", "H", "P", "H", "C", "C", "O"], "positions_angstrom": [[0.0983, -0.4649, 3.0644], [-2.5531, -1.4338, -0.1629], [1.5843, -1.3318, -0.6667], [1.4621, 2.1446, -0.3522], [-2.5957, 0.2784, -0.0174], [2.9191, 0.4305, -2.3871], [2.4598, -1.2125, -1.0735], [-0.2122, 0.1122, -0.0507], [0.7325, 1.3904, -3.2328], [-0.6281, -1.6115, 1.2330], [-1.2809, 1.2321, 2.5881], [-0.7292, 0.1270, 2.3515], [-0.6367, 0.9564, -0.4495], [-0.9906, -0.6476, 1.0650], [-3.0580, -0.7310, 1.3918], [1.5706, 1.0275, -2.0713], [1.6077, -1.8592, 0.2746], [0.8537, -0.1606, -0.7768], [-2.3845, -0.6627, 0.5001], [1.7806, 2.4165, -1.2277]], "lowdin_charge": [-0.091, 0.035, 0.029, 0.037, 0.075, -0.419, 0.003, -0.103, -0.392, 0.094, -0.090, -0.749, 0.066, -0.289, 0.085, 0.253, 0.121, -0.371, -0.091, -0.204]}



2.
{"formula": "C20H36F3HgNO6Si2", "method": "wB97M-V/def2-TZVPD", "mol_weight_g_mol": 700.3, "gap_ev": 2.9, "energy_ha": -2321.19183, "e_homo_ev": -14.26, "lumo_energy_ev": -11.40, "charge": 2, "symbols": ["H", "H", "C", "H", "F", "N", "C", "C", "H", "O", "O", "H", "O", "H", "F", "H", "H", "C", "H", "C", "H", "C", "O", "F", "H", "C", "H", "C", "H", "H", "H", "O", "C", "C", "H", "H", "C", "O", "H", "H", "H", "H", "Si", "H", "C", "Si", "H", "H", "C", "C", "H", "C", "C", "C", "H", "H", "C", "H", "H", "C", "Hg", "H", "H", "H", "H", "C", "H", "H", "H"], "positions_angstrom": [[-1.7942, 1.1340, 1.5472], [-3.7710, -3.1419, -1.2887], [-2.6595, 1.7326, -1.9693], [-0.3068, 0.7806, -2.0198], [2.2347, -4.6083, 3.4757], [4.0116, -0.2025, -0.9193], [-3.2547, -2.2704, -0.8992], [2.5818, -2.6744, 0.4167], [-1.2899, 3.3411, -1.8301], [1.7810, 5.1746, 2.5064], [-3.8032, 2.5432, -1.7402], [-4.8192, 0.3953, 1.5352], [0.5787, -0.6386, 0.4892], [0.6203, 2.2070, -1.7141], [3.3101, -2.7395, 3.4242], [-2.8168, 0.7264, -1.5786], [1.3530, -2.3000, 2.1816], [-0.7811, 1.4283, 1.7992], [-4.4543, 1.9947, -1.2922], [2.7705, -0.5008, -1.6830], [3.4692, -2.1609, 0.7903], [3.1695, 2.3208, 1.1503], [0.4356, 3.4376, 2.6582], [3.8122, -4.3333, 2.0740], [2.3889, 0.3929, -2.1862], [-0.1704, 1.5819, -1.2925], [-1.4649, -1.9691, 0.2560], [-1.4782, 2.4246, -1.2753], [-2.4843, 1.7541, -3.0446], [0.5001, 4.1742, -0.1424], [5.9404, -0.9431, -0.6378], [-1.7880, 3.5359, 2.2298], [0.9044, 4.5633, 1.9476], [0.5319, -2.5905, -1.7961], [0.9581, -2.5280, -2.7990], [5.6459, -0.2898, -2.2363], [0.3864, 4.9582, 0.6029], [-4.9782, -0.7371, -0.2164], [0.6110, -3.6415, -1.5216], [0.9198, 5.8370, 0.2662], [4.1744, 0.7731, -1.1257], [5.0085, -1.9182, -1.7434], [0.4004, 0.9687, 0.3711], [-0.4110, 0.8232, 2.6340], [-3.9676, -1.5981, 0.2694], [1.5330, -1.5018, -0.6266], [-3.2323, -0.9830, 0.8067], [2.9159, -3.5227, -0.1737], [1.8075, -3.1430, 1.6727], [-0.9694, -2.2429, -1.8504], [-0.6569, 5.2540, 0.6979], [5.2090, -0.8971, -1.4437], [-0.8039, 2.8558, 2.2101], [2.7948, -3.7173, 2.6727], [-6.2242, 0.7070, 0.4984], [-1.7230, -3.6478, -0.3641], [-5.5719, -0.0675, 0.8875], [-4.3767, -2.3781, 0.9170], [1.0675, -3.8814, 1.3825], [2.0988, 1.8735, 0.7663], [2.5408, 2.7117, 3.1465], [-1.1795, -1.2068, -2.1198], [4.0805, 2.7685, 1.4776], [-3.2548, -1.5381, -1.7101], [-6.1409, -0.7815, 1.4836], [-1.7614, -2.5862, -0.5897], [-1.4061, -2.8486, -2.6452], [-1.8208, 2.7416, -0.2912], [3.0688, -1.1858, -2.4789]], "lowdin_charge": [0.112, 0.126, -0.239, 0.082, 0.166, -0.161, -0.155, -0.200, 0.118, 0.128, -0.037, 0.077, -0.243, 0.080, 0.134, 0.106, 0.103, -0.073, 0.083, -0.246, 0.077, -0.064, -0.087, 0.150, 0.081, -0.204, 0.082, -0.211, 0.135, 0.087, 0.084, 0.220, -0.478, -0.200, 0.086, 0.093, 0.073, -0.186, 0.091, 0.120, 0.073, 0.087, 0.492, 0.117, -0.247, 0.573, 0.097, 0.099, -0.110, -0.258, 0.124, -0.088, -0.452, -0.676, 0.092, 0.122, -0.099, 0.137, 0.131, -0.025, 1.450, 0.081, 0.070, 0.097, 0.097, -0.194, 0.124, 0.084, 0.088]}



3.
{"formula": "C4H8O", "method": "wB97M-V/def2-TZVPD", "mol_weight_g_mol": 72.1, "gap_ev": 9.2, "energy_ha": -232.28224, "e_homo_ev": -8.05, "lumo_energy_ev": 1.12, "charge": 0, "symbols": ["O", "H", "C", "H", "C", "H", "C", "H", "H", "H", "H", "C", "H"], "positions_angstrom": [[0.5501, 0.1531, -0.6997], [2.5061, 0.6527, -0.2006], [-1.8435, -0.6642, 0.2038], [-1.8570, -1.7307, -0.0431], [-0.0622, 1.0358, 0.2674], [-2.2061, -0.0795, -0.6578], [-0.5367, -0.2643, 0.8044], [-0.7355, 1.7109, -0.2806], [1.9127, -0.9100, 0.4475], [2.2629, -0.7318, -1.3049], [-2.5641, -0.5374, 1.0282], [1.8925, -0.2317, -0.4080], [0.6807, 1.5972, 0.8435]], "lowdin_charge": [-0.200, 0.090, -0.155, 0.068, -0.246, 0.071, -0.037, 0.116, 0.085, 0.093, 0.087, -0.082, 0.108]}



4.
{"formula": "C37H28BrFN4P2PdSe2Te", "method": "wB97M-V/def2-TZVPD", "mol_weight_g_mol": 1081.4, "gap_ev": [5.3, 5.4], "multiplicity": 5, "energy_ha": -10200.96550, "e_homo_ev": [-5.54, -7.74], "s_squared": 6.02, "lumo_energy_ev": [-0.26, -2.37], "charge": 0, "symbols": ["C", "C", "C", "C", "C", "C", "C", "Se", "C", "H", "P", "C", "C", "H", "H", "Pd", "C", "H", "H", "H", "C", "C", "H", "Se", "F", "C", "C", "N", "N", "H", "C", "H", "H", "H", "N", "H", "H", "H", "C", "C", "C", "H", "H", "C", "C", "C", "C", "Te", "H", "H", "C", "C", "C", "H", "C", "H", "C", "H", "C", "C", "H", "Br", "C", "C", "C", "C", "H", "N", "P", "H", "H", "C", "C", "H", "H", "C", "H"], "positions_angstrom": [[-1.8694, 1.8756, -1.9829], [3.4450, -3.6221, -1.4389], [-0.5632, 1.6350, 0.7045], [-2.2222, 6.1782, 2.4252], [3.4197, -2.9195, -0.2354], [-1.8822, -1.7477, -1.0395], [-3.5788, 2.2601, -3.6488], [-3.5959, 1.5104, 2.1236], [-2.0858, -1.5661, 1.9038], [-5.4538, 2.9973, -2.9508], [-2.1705, 2.4315, 0.7538], [7.0030, -0.4198, 0.6479], [4.7842, 0.2921, 1.3082], [-0.6928, 6.8539, -0.5330], [-3.6557, -2.1931, -4.4418], [2.5969, -1.1297, -0.0841], [-4.0617, 2.6628, -1.2933], [-2.8973, 4.1889, 3.0439], [-4.9927, -2.0418, -2.4004], [-1.6418, 1.5164, -4.0965], [-1.6219, 6.9226, 1.3957], [-1.2208, 4.9085, 0.1148], [-3.7379, -2.7614, 5.2279], [0.7323, -2.4876, 0.8028], [6.0213, -6.1120, -0.7249], [-2.9554, -2.6582, 1.8934], [-2.4074, 4.7956, 2.2472], [4.3736, 0.1130, 0.0425], [1.6360, 1.7370, 0.4530], [6.4009, 0.1740, 2.7212], [-3.2682, -1.6059, -1.1532], [3.9950, -2.9207, 1.7993], [-0.8351, 1.5132, -1.8030], [-2.0417, -0.9725, 5.2797], [1.1921, 0.4779, 0.2479], [-1.1823, -2.4715, -4.2885], [-1.0532, -0.0874, 3.2043], [-0.1109, -2.6934, -1.9535], [-1.1331, -2.2224, -2.1398], [-1.1490, 6.2950, 0.2645], [5.2842, 0.0175, -0.9251], [-3.8804, -1.2117, -0.3232], [-2.5788, 6.6852, 3.3280], [-1.7646, -2.2638, -3.3977], [4.2104, -4.7667, -1.5883], [-3.2601, -2.4502, 4.2869], [-2.3092, 1.8633, -3.3180], [1.3591, -0.3535, -2.3790], [4.0231, 0.6304, 2.0284], [-3.8561, 2.3108, -4.7019], [-2.7316, 2.2723, -0.9583], [-1.7328, -0.9518, 3.1584], [-3.5505, -3.0973, 3.0810], [4.2520, -5.2268, -2.5841], [5.0354, -5.1447, -0.5309], [2.8566, -3.2529, -2.2828], [-2.3300, -1.3993, 4.3233], [-1.4941, 7.9740, 1.4832], [-0.1757, 0.3707, 0.4251], [-4.4353, 2.6599, -2.6367], [-0.7141, 4.3941, -0.7195], [8.5752, -1.3556, 1.1607], [4.8811, -4.5924, 0.7563], [6.6098, -0.2963, -0.6880], [-3.8984, -1.9687, -2.3378], [-3.1417, -2.1140, -3.4862], [-3.1019, -3.1608, 0.9194], [0.5733, 2.4607, 0.7422], [-1.0559, -1.2327, 0.4542], [-4.3447, -3.8573, 3.0485], [-4.8404, 2.8652, -0.5444], [-1.8873, 4.1697, 1.1107], [6.1372, 0.0504, 1.6572], [5.4639, -4.9447, 1.6134], [4.9627, 0.2762, -1.9405], [4.0694, -3.4552, 0.8530], [7.2712, -0.6106, -1.4847]], "mulliken_spin": [-0.041, -0.042, -0.072, 0.000, 0.237, 0.008, 0.005, -0.001, 0.004, 0.000, 0.002, 0.039, 0.018, 0.000, 0.000, 1.082, 0.001, 0.000, 0.001, 0.001, 0.000, 0.000, 0.001, 0.269, 0.000, 0.029, 0.000, 0.046, 0.015, 0.001, 0.003, 0.006, 0.031, 0.000, 0.098, 0.001, 0.001, -0.029, 0.047, 0.001, 0.049, 0.001, 0.000, 0.035, 0.018, 0.020, 0.008, 2.011, 0.008, 0.000, 0.011, 0.017, -0.005, 0.001, -0.014, 0.018, -0.012, 0.000, 0.083, -0.001, 0.001, 0.002, 0.025, -0.001, 0.034, -0.009, 0.001, 0.043, 0.013, 0.000, 0.000, 0.001, -0.027, 0.000, 0.002, -0.093, 0.000]}



5.
{"formula": "C5H6Cl2O", "method": "wB97M-V/def2-TZVPD", "mol_weight_g_mol": 153.0, "gap_ev": 9.8, "smiles": "ClC1(Cl)CC=COC1", "energy_ha": -1189.70538, "e_homo_ev": -9.03, "lumo_energy_ev": 0.75, "charge": 0, "symbols": ["C", "Cl", "C", "Cl", "C", "C", "H", "H", "C", "H", "O", "H", "H", "H"], "positions_angstrom": [[-1.1208, 0.1886, -0.1649], [-1.3513, 1.9518, -0.0193], [-0.3767, -0.3683, 1.0823], [-2.8418, -0.4302, -0.1975], [-0.2728, -0.0893, -1.3903], [1.6286, 0.2212, -0.0774], [-0.3400, -1.4579, 0.9980], [2.7057, 0.4482, -0.1471], [1.0271, 0.0547, 1.0455], [-0.9227, -0.0576, 2.0272], [1.1489, 0.1915, -1.2986], [-0.3132, -1.1312, -1.5352], [1.6025, 0.1070, 1.9887], [-0.5736, 0.3713, -2.3116]], "lowdin_charge": [-1.108, 0.633, -0.253, 0.578, -0.209, -0.232, 0.120, 0.142, -0.136, 0.134, -0.035, 0.113, 0.126, 0.126]}



6.
{"formula": "C18H24N6O2", "method": "wB97M-V/def2-TZVPD", "mol_weight_g_mol": 356.4, "gap_ev": 8.6, "smiles": "CN(CCC#N)CC(=O)Nc1ccc(NC(=O)CN(C)CCC#N)cc1", "energy_ha": -1179.33044, "e_homo_ev": -8.17, "lumo_energy_ev": 0.43, "charge": 0, "symbols": ["H", "C", "H", "C", "H", "C", "H", "C", "H", "H", "C", "H", "C", "N", "N", "N", "C", "C", "O", "C", "C", "H", "H", "H", "H", "H", "C", "N", "C", "H", "N", "H", "H", "H", "H", "C", "H", "H", "H", "H", "C", "H", "C", "H", "N", "C", "O", "C", "C", "H"], "positions_angstrom": [[-4.1005, 3.8564, -2.4262], [-3.9483, 2.6073, 0.4116], [-6.6037, 2.4392, -2.8188], [0.0386, -1.4956, -0.9333], [5.2306, -3.5954, 3.2882], [1.2621, -0.8390, -0.8128], [3.9658, -5.4298, 1.4125], [3.9708, -2.5637, 4.5520], [4.5831, -5.0232, -0.1932], [-5.6741, 1.0931, -3.5157], [3.6362, -1.1891, -0.1521], [-3.0526, 0.6586, -1.9189], [-1.0945, -0.7987, -1.2950], [-4.7681, 3.4223, 2.7215], [2.3788, -1.5985, -0.4546], [3.5008, -2.4311, 5.5856], [4.5315, -4.6931, 0.8443], [-3.8860, 2.7871, -2.5674], [-1.5827, 3.4046, -2.2290], [-1.0299, 0.5704, -1.5489], [-2.4192, 2.5296, -2.2093], [0.2477, 2.2842, -1.6220], [-3.9815, 2.5730, -3.6359], [-3.2132, 3.3198, 0.0292], [5.0840, -1.8491, 2.9663], [-6.5685, 0.8592, -2.0101], [-4.3911, 3.0628, 1.7045], [-4.7885, 1.9196, -1.8228], [4.5466, -2.3742, 0.1783], [4.8884, -2.7860, -0.7769], [3.8375, -3.4213, 0.8928], [-0.0213, -2.5576, -0.7410], [-5.8909, 1.8255, -0.0751], [2.2675, 1.0428, -0.9652], [2.7773, -3.8434, 2.6075], [1.3261, 0.5290, -1.0615], [-2.0389, -1.3171, -1.3849], [5.5554, -4.6519, 1.2395], [-5.6166, 3.4835, -0.6494], [2.2195, -2.5930, -0.3368], [4.5352, -2.7526, 3.2435], [-3.4627, 1.6352, 0.5317], [-5.1517, 2.4887, -0.5337], [5.4331, -1.9924, 0.7053], [-2.2085, 1.2227, -1.9168], [3.4074, -3.0362, 2.2215], [4.0394, -0.0486, -0.1612], [-5.9746, 1.5698, -2.5839], [0.1916, 1.2266, -1.4269], [2.7896, -2.1382, 2.1326]], "lowdin_charge": [0.138, -0.155, 0.093, -0.025, 0.118, -0.220, 0.091, -0.247, 0.089, 0.087, -0.462, 0.135, -0.026, 0.154, 0.127, 0.154, -0.084, -0.105, 0.072, -0.223, -0.481, 0.104, 0.133, 0.121, 0.123, 0.086, -0.239, -0.250, -0.109, 0.135, -0.249, 0.111, 0.128, 0.104, 0.128, 0.008, 0.111, 0.086, 0.135, 0.136, -0.155, 0.128, -0.196, 0.128, 0.126, -0.188, 0.078, -0.087, 0.008, 0.127]}